Model one:
C2H3N3O in the gas phase. Source: the OMol25 dataset; level of theory: ωB97M-V with the def2-TZVPD basis set.

XYZ file:
```
9
Properties=species:S:1:pos:R:3:mulliken_charge:R:1
C 0.291 0.713 0.032 0.442
C -1.124 -0.615 -0.867 0.110
H 1.758 1.463 0.887 0.208
H -1.800 -1.094 -1.526 0.393
H 0.754 -0.899 1.535 0.264
N 1.041 1.702 0.211 -0.621
N -0.701 0.586 -0.950 -0.467
N 0.344 -0.519 0.641 -0.076
O -0.562 -1.337 0.038 -0.253
```

Output
HOMO energy = -8.92 eV
Charge = 0
Multiplicity = 1
Gap between HOMO and LUMO = 0.350 Ha
SMILES = [H]/N=c1/nco[nH]1

***

Model two:
C2H3N3O in the gas phase. Source: the OMol25 dataset; level of theory: ωB97M-V with the def2-TZVPD basis set.

XYZ file:
```
9
Properties=species:S:1:pos:R:3:mulliken_charge:R:1
N -1.425 0.088 0.234 -0.407
C -0.360 -0.530 -0.312 0.430
C 1.030 -0.115 -0.265 0.007
N 1.579 0.846 0.415 0.457
N 2.040 1.704 1.009 -0.641
O -0.461 -1.592 -0.929 -0.624
H -2.304 -0.367 0.048 0.237
H -1.412 1.007 0.639 0.191
H 1.314 -1.041 -0.839 0.351
```

Output
HOMO energy = -9.02 eV
Charge = 0
Multiplicity = 1
Gap between HOMO and LUMO = 0.340 Ha

***

Taking the most stable structure as the zero point, the relative energies in kcal/mol are model one 6.5; model two 0.0.

***

Model one:
C2H3N3O in the gas phase. Source: the OMol25 dataset; level of theory: ωB97M-V with the def2-TZVPD basis set.

XYZ file:
```
9
Properties=species:S:1:pos:R:3:mulliken_charge:R:1
N -1.099 -1.368 0.326 -0.392
C -0.529 -0.183 0.007 0.616
N 0.881 -0.216 0.086 -0.624
C 1.239 0.953 -0.286 0.549
N 0.965 2.099 -0.684 -0.317
O -1.154 0.816 -0.334 -0.605
H -0.531 -2.077 0.760 0.239
H -2.094 -1.388 0.471 0.253
H 2.323 1.365 -0.347 0.282
```

Output
HOMO energy = -10.05 eV
Charge = 0
Multiplicity = 1
Gap between HOMO and LUMO = 0.314 Ha

***

Model two:
C2H3N3O in the gas phase. Source: the OMol25 dataset; level of theory: ωB97M-V with the def2-TZVPD basis set.

XYZ file:
```
9
Properties=species:S:1:pos:R:3:mulliken_charge:R:1
C 0.771 0.021 0.121 0.530
C -1.243 0.719 0.013 0.004
H 2.505 0.823 -0.046 0.266
H -2.242 1.101 -0.194 0.323
H -2.005 -1.330 0.358 0.292
N 2.035 -0.085 -0.041 -0.616
N -0.094 1.281 0.007 -0.442
N -1.371 -0.597 -0.057 -0.077
O 0.072 -1.153 -0.036 -0.281
```

Output
HOMO energy = -9.34 eV
Charge = 0
Multiplicity = 1
Gap between HOMO and LUMO = 0.365 Ha
SMILES = [H]/N=c1\nc[nH]o1

***

Taking the most stable structure as the zero point, the relative energies in kcal/mol are model one 0.0; model two 1.7.